Entry 1:
Here is C45H49GeILaN6OSe2 as an isolated structure in a non-equilibrium geometry from the Open Molecules 2025 dataset. Energies are from wB97M-V/def2-TZVPD.

Structure (ORCA input):
```
! wB97M-V def2-TZVPD RIJCOSX def2/J DEFGRID3
* xyz -1 1
La 14.71758 15.07476 15.65327
C 14.08248 22.27764 15.17210
C 13.92359 20.89512 15.73128
C 12.69340 20.24239 15.75489
C 12.57300 18.95951 16.25503
C 13.66621 18.20854 16.72437
N 13.50064 16.92818 17.20033
C 12.48138 16.83383 18.11586
C 12.18790 17.87895 19.01671
C 11.22831 17.81118 20.00478
C 10.42826 16.67606 20.17206
C 9.34802 16.58615 21.23651
C 10.71088 15.63058 19.30592
C 11.67793 15.67859 18.32061
N 11.87669 14.46654 17.58756
C 10.92976 13.61194 17.18389
C 11.54658 12.39487 16.89446
C 12.90473 12.63909 17.21623
N 13.09454 13.88419 17.60687
C 14.89626 18.87430 16.66088
C 15.00843 20.18063 16.19909
N 16.13106 18.26154 17.09236
C 17.07255 18.82496 17.86911
C 18.13792 17.96043 17.91836
C 17.77286 16.86494 17.11149
N 16.54073 17.06091 16.62489
H 13.10370 22.72109 14.96383
H 14.61298 22.24164 14.23102
H 14.61036 22.96125 15.83051
H 11.77609 20.73902 15.42678
H 11.58349 18.49143 16.30610
H 12.75885 18.79224 18.95034
H 11.10342 18.67806 20.64324
H 8.94584 17.56530 21.43683
H 9.70845 16.12761 22.14615
H 8.54518 15.94147 20.85777
H 10.12781 14.71734 19.39561
H 9.90324 13.89357 17.06747
H 11.09629 11.48549 16.55708
H 13.76664 11.99083 17.15862
H 15.98480 20.66548 16.15740
H 16.90575 19.77599 18.35484
H 19.05722 18.10292 18.48266
H 18.26914 15.94439 16.91068
C 12.09373 16.96624 12.33206
Se 13.86008 16.82912 13.25007
C 14.69266 18.54242 12.74203
C 16.13135 18.28059 12.30609
Se 16.95749 16.57821 12.88182
C 18.74424 17.24344 13.24809
H 11.30248 17.03990 13.09434
H 11.97451 16.07873 11.73823
H 12.12417 17.87819 11.70763
H 14.66202 19.16987 13.63636
H 14.13180 19.05932 11.95897
H 16.80245 19.06966 12.68035
H 16.23235 18.25341 11.22488
H 19.30669 17.44358 12.31114
H 19.21558 16.48496 13.85564
H 18.66187 18.19075 13.82290
I 16.70323 13.15569 17.57888
C 13.00162 14.25430 14.29542
Ge 12.18586 13.09723 13.05388
C 10.17533 13.20346 13.22824
C 9.54274 14.42450 12.94534
C 8.18364 14.64119 13.15445
C 7.41580 13.63110 13.71705
C 7.99821 12.40666 13.99722
C 9.35654 12.18936 13.74437
C 12.44674 13.38998 11.06132
C 11.69239 12.60650 10.18864
C 11.96463 12.62125 8.83372
C 12.97747 13.41437 8.32419
C 13.72698 14.21083 9.18704
C 13.47649 14.13519 10.54558
C 12.77456 11.18097 13.05847
C 13.67841 10.71212 12.09900
C 14.17493 9.41360 12.15473
C 13.74319 8.54573 13.15891
C 12.85980 9.00430 14.12919
C 12.39325 10.30958 14.06644
H 12.28711 14.47733 15.10625
H 10.16327 15.24825 12.59463
H 7.73636 15.58974 12.92359
H 6.35384 13.74694 13.94930
H 7.41499 11.61316 14.41966
H 9.76251 11.21395 13.94574
H 10.85227 11.99771 10.51275
H 11.36610 11.99496 8.16259
H 13.20043 13.43333 7.25804
H 14.50592 14.85430 8.81667
H 14.12428 14.72942 11.18037
H 13.98710 11.35836 11.28057
H 14.84430 9.07984 11.37657
H 14.11404 7.54101 13.18574
H 12.52427 8.36186 14.93148
H 11.72154 10.66001 14.82311
C 17.55067 12.54962 12.50376
C 16.62735 12.56817 13.68327
N 16.33708 11.39481 14.27080
O 16.23267 13.63278 14.12481
H 17.61690 11.56728 12.02822
H 18.52159 12.89009 12.85033
H 17.17319 13.26319 11.77801
H 16.57157 10.50830 13.88549
H 15.84204 11.42952 15.13916
*
```

Properties
- Orbital gap: 0.1870 Ha
- Molecular weight: 1186.27 g/mol
- E_tot: -254619.7261 eV

Here are the Mulliken charges for atoms 1 to 8, given in e: atom 1 (La): 1.516, atom 2 (C): -1.605, atom 3 (C): 0.677, atom 4 (C): -1.061, atom 5 (C): 0.334, atom 6 (C): 0.235, atom 7 (N): -0.287, atom 8 (C): -0.298

Entry 2:
Here is C25H39N13S3Ti as an isolated structure in a non-equilibrium geometry from the Open Molecules 2025 dataset. Energies are from wB97M-V/def2-TZVPD.

Structure (ORCA input):
```
! wB97M-V def2-TZVPD RIJCOSX def2/J DEFGRID3
* xyz 3 2
Ti 0.15839 0.85537 0.92536
N 0.38559 -0.48273 2.53306
C -0.18141 -0.29673 3.88416
C -1.58611 0.32647 3.85236
C -2.35541 0.05377 2.56476
N -1.89091 0.93557 1.46536
H -0.06351 -1.31543 2.12986
H 1.37049 -0.73723 2.64596
H 0.48729 0.34077 4.46986
H -0.23581 -1.27103 4.38496
H -1.52631 1.40437 4.01146
H -2.15231 -0.07973 4.68926
H -3.42371 0.21767 2.74906
H -2.23501 -0.98833 2.24916
H -2.24771 1.87887 1.64036
H -2.34201 0.59247 0.61356
N 1.98639 -1.07473 -1.29874
C 2.73919 -0.32903 -0.46664
N 4.03919 -0.38663 -0.61614
C 4.79939 0.41027 0.15676
N 6.10889 0.38847 0.01356
N 4.26269 1.23497 1.07326
C 2.95599 1.25787 1.17226
N 2.09159 0.50027 0.41896
C 2.34079 2.15977 2.11816
C 3.10629 2.94927 2.98516
C 2.47299 3.78127 3.88096
C 1.07139 3.81727 3.87546
C 0.38169 3.04087 2.97756
N 0.97369 2.19927 2.09606
H 2.51029 -1.71823 -1.87484
H 1.04629 -1.35453 -1.02034
H 6.52739 -0.22323 -0.66814
H 6.69419 0.98477 0.57726
H 4.18209 2.87377 2.93676
H 3.03059 4.40177 4.56306
H 0.53809 4.45827 4.55976
H -0.70021 3.10497 2.93366
N -4.21661 3.05087 -2.65234
C -2.88401 2.89517 -1.96764
C -2.31721 4.28127 -1.68054
C -0.84641 4.23837 -1.24094
N -0.69411 3.59487 0.07696
C -0.01121 3.49357 -2.28284
C -0.49581 2.06147 -2.48744
N -0.17851 1.22247 -1.31314
C -1.98711 2.03747 -2.85964
H -4.87221 3.58987 -2.06814
H -4.63901 2.13687 -2.86504
H -4.11121 3.55647 -3.54674
H -3.06651 2.37477 -1.02544
H -2.91021 4.77627 -0.90984
H -2.35871 4.89157 -2.58134
H -0.49601 5.28187 -1.20694
H -1.22911 4.14247 0.75136
H 0.28469 3.72417 0.34446
H 1.03819 3.48707 -1.97934
H -0.06921 4.02547 -3.23274
H 0.03189 1.65127 -3.36104
H 0.82969 1.05247 -1.37764
H -0.61271 0.30777 -1.48974
H -2.34061 1.00327 -2.84584
H -2.04891 2.40487 -3.88684
S 1.34029 -6.53743 1.28706
C 0.53709 -5.25893 0.63916
S 0.43499 -3.69963 1.46226
C -0.42961 -3.07223 0.02526
N -0.59161 -3.95733 -0.87694
N -0.08821 -5.15353 -0.56054
C -0.25391 -6.17613 -1.52384
C -0.41941 -5.77683 -2.84804
C -0.60481 -6.72993 -3.82864
C -0.62421 -8.07663 -3.50144
C -0.48511 -8.46473 -2.17964
C -0.30811 -7.52083 -1.18454
S -0.97691 -1.46443 -0.13604
H -0.39851 -4.72753 -3.09164
H -0.73271 -6.41543 -4.85134
H -0.75061 -8.81703 -4.27534
H -0.53181 -9.50743 -1.91274
H -0.23631 -7.83723 -0.15704
*
```

Properties
- Orbital gap (spin up / spin down): 0.1383 / 0.1412 Ha
- Molecular weight: 665.75 g/mol
- E_tot: -101530.5904 eV
- ⟨S²⟩: 0.753

Here are the Mulliken charges for atoms 1 to 8, given in e: atom 1 (Ti): 0.318, atom 2 (N): -0.389, atom 3 (C): -0.815, atom 4 (C): -0.272, atom 5 (C): -0.935, atom 6 (N): -0.218, atom 7 (H): -0.296, atom 8 (H): 0.419

Entry 3:
Here is a 2-piece molecular cluster, C2H8N2 overall in a non-equilibrium geometry from the Open Molecules 2025 dataset. Energies are from wB97M-V/def2-TZVPD.

Structure (ORCA input):
```
! wB97M-V def2-TZVPD RIJCOSX def2/J DEFGRID3
* xyz 0 1
C -1.52140 -1.51788 2.29766
H -1.64411 -0.43859 2.10718
H -2.36849 -2.18604 2.15745
H -1.33810 -1.64245 3.38204
H -0.57175 -1.75832 1.78419
N 0.76194 1.63751 -0.52884
C 0.20723 0.37567 -0.81753
N 0.84343 -0.41851 -1.58349
H 1.12239 1.99178 -1.40934
H 0.70108 2.40381 0.12974
H -0.85309 0.18587 -0.74147
H 1.81278 -0.07902 -1.57772
*
```

Properties
- SMILES: [H]/N=C\N.C
- Orbital gap: 0.3914 Ha
- Molecular weight: 60.10 g/mol
- E_tot: -5182.6990 eV

Here are the Mulliken charges for atoms 1 to 8, given in e: atom 1 (C): -0.945, atom 2 (H): 0.198, atom 3 (H): 0.243, atom 4 (H): 0.277, atom 5 (H): 0.227, atom 6 (N): -0.529, atom 7 (C): 0.100, atom 8 (N): -0.580

Entry 4:
Here is C6H24O8V as an isolated structure in a non-equilibrium geometry from the Open Molecules 2025 dataset. Energies are from wB97M-V/def2-TZVPD.

Structure (ORCA input):
```
! wB97M-V def2-TZVPD RIJCOSX def2/J DEFGRID3
* xyz 1 1
O -1.84477 0.83001 -0.39324
V -2.57011 1.81805 -1.46632
O -2.81337 0.98334 -2.83769
O -1.93873 5.05227 1.32294
H -2.51868 5.42139 1.98901
H -1.07711 5.41607 1.52666
O -6.09000 1.92313 0.34467
H -6.54157 1.07926 0.35987
H -6.63859 2.49850 0.87780
O 0.74338 3.51111 -2.70856
H 0.77692 4.45147 -2.88409
H 1.62344 3.19677 -2.91573
O -3.94853 5.40831 -3.16287
H -4.72157 5.95241 -3.31323
H -3.24489 5.85601 -3.63264
C 2.09405 -1.35451 4.93457
C 1.91591 -0.19423 5.96480
C 0.52742 0.48873 5.99765
O 2.17829 -0.74573 7.27556
H 1.53219 -2.27213 5.10888
H 3.12982 -1.68154 5.02582
H 2.06859 -0.85559 3.96579
H 2.72138 0.52574 5.82011
H -0.27365 -0.16021 6.35158
H 0.22830 0.79329 4.99472
H 0.53606 1.30715 6.71752
H 1.52305 -1.38878 7.55614
C 0.77020 -3.62323 -4.99469
C 2.11033 -4.24790 -4.81481
C 2.92332 -3.66651 -3.69359
O 1.90176 -5.59346 -4.58445
H 0.13321 -3.91632 -4.16015
H 0.32737 -4.04214 -5.89830
H 0.87590 -2.53838 -4.98916
H 2.61380 -4.15226 -5.77682
H 3.99601 -3.85466 -3.73873
H 2.57568 -3.97156 -2.70659
H 2.94409 -2.57706 -3.72150
H 1.45109 -5.67682 -3.74092
*
```

Properties
- Orbital gap: 0.1410 Ha
- Molecular weight: 275.19 g/mol
- E_tot: -48667.9735 eV

Here are the Mulliken charges for atoms 1 to 8, given in e: atom 1 (O): -0.453, atom 2 (V): 1.824, atom 3 (O): -0.455, atom 4 (O): -0.616, atom 5 (H): 0.316, atom 6 (H): 0.317, atom 7 (O): -0.611, atom 8 (H): 0.322

Entry 5:
Here is a 8-piece molecular cluster, C4H26N3O7 overall in a non-equilibrium geometry from the Open Molecules 2025 dataset. Energies are from wB97M-V/def2-TZVPD.

Structure (ORCA input):
```
! wB97M-V def2-TZVPD RIJCOSX def2/J DEFGRID3
* xyz 1 1
C 0.28444 2.48336 1.13150
C -0.50245 1.94524 -0.09444
C -0.36122 0.48410 -0.48851
C -1.26761 -0.44499 -0.18842
N -1.21681 -1.74943 -0.73313
N 0.81031 0.14459 -1.24384
N 1.55438 1.86270 1.53930
H -0.44119 2.49096 1.94057
H 0.36340 3.56112 0.97663
H -1.56609 2.08951 0.03027
H -0.17970 2.60177 -0.90861
H -2.16734 -0.18562 0.33599
H -2.14244 -2.15989 -0.70304
H -0.83500 -1.84894 -1.67584
H 1.19517 0.96111 -1.69290
H 0.75738 -0.71407 -1.75890
H 2.31820 2.50508 1.64097
H 1.46836 1.45246 2.49545
H 1.75954 1.12828 0.85081
H 0.89865 -2.60487 3.67482
H 0.47383 -1.98291 2.37321
O 0.68141 -1.75216 3.28212
H -3.29622 0.00545 -2.10094
H -4.41088 0.84394 -1.46538
O -3.65158 0.28665 -1.25044
H 0.49375 -2.95762 0.55432
H 1.32847 -4.16003 0.92732
O 1.14637 -3.27214 1.21290
H 2.26769 -1.56948 1.15328
H 2.30399 -0.87038 -0.20737
O 2.68489 -0.82770 0.68568
H 0.72425 -1.68919 -3.74668
H -0.21734 -0.67605 -4.03729
O -0.22237 -1.53382 -3.60111
H -0.29951 0.99476 4.33912
H 0.37208 -0.22782 3.67559
O 0.36049 0.75266 3.67951
H -0.77228 1.96510 -4.20021
H -0.43919 1.31926 -2.73006
O -0.25781 1.34903 -3.67229
*
```

Properties
- Orbital gap: 0.3080 Ha
- Molecular weight: 228.27 g/mol
- E_tot: -23367.0889 eV

Here are the Mulliken charges for atoms 1 to 8, given in e: atom 1 (C): -0.696, atom 2 (C): -1.081, atom 3 (C): 0.865, atom 4 (C): -1.440, atom 5 (N): -0.407, atom 6 (N): -0.245, atom 7 (N): 0.056, atom 8 (H): 0.247

Entry 6:
Here is the molecule C6H13NO in a non-equilibrium geometry from the Open Molecules 2025 dataset. Energies are from wB97M-V/def2-TZVPD.

Structure (ORCA input):
```
! wB97M-V def2-TZVPD RIJCOSX def2/J DEFGRID3
* xyz 0 1
C -1.24574 0.24325 -0.50680
C -0.16400 0.85234 1.68766
C 1.04079 1.35208 -0.53763
C -1.20806 -0.25446 -1.94941
N 0.81703 -1.58135 1.37043
C 0.12361 0.36806 0.18912
C 0.78357 -0.96254 0.26492
O 1.37486 -2.86682 1.31220
H 1.34076 -3.18324 2.22724
H 1.25485 -1.36265 -0.63290
H -1.85851 -0.43750 0.08299
H -1.72611 1.22578 -0.48562
H -0.81660 0.16560 2.21459
H -0.67120 1.81072 1.62278
H 0.77132 0.96188 2.22886
H 1.24876 1.02347 -1.55731
H 1.98960 1.44129 -0.00700
H 0.57543 2.33991 -0.58013
H -2.22066 -0.30220 -2.34117
H -0.77735 -1.24678 -2.01498
H -0.63235 0.41317 -2.58785
*
```

Properties
- SMILES: CCC(C)(C)/C=N/O
- Orbital gap: 0.3905 Ha
- Molecular weight: 115.18 g/mol
- E_tot: -9968.9377 eV

Here are the Mulliken charges for atoms 1 to 8, given in e: atom 1 (C): -0.706, atom 2 (C): -1.841, atom 3 (C): -1.772, atom 4 (C): -1.241, atom 5 (N): -0.181, atom 6 (C): 2.103, atom 7 (C): -0.930, atom 8 (O): -0.448

What did the third record say?
Here is a 2-piece molecular cluster, C2H8N2 overall in a non-equilibrium geometry from the Open Molecules 2025 dataset. Energies are from wB97M-V/def2-TZVPD.

Structure (ORCA input):
```
! wB97M-V def2-TZVPD RIJCOSX def2/J DEFGRID3
* xyz 0 1
C -1.52140 -1.51788 2.29766
H -1.64411 -0.43859 2.10718
H -2.36849 -2.18604 2.15745
H -1.33810 -1.64245 3.38204
H -0.57175 -1.75832 1.78419
N 0.76194 1.63751 -0.52884
C 0.20723 0.37567 -0.81753
N 0.84343 -0.41851 -1.58349
H 1.12239 1.99178 -1.40934
H 0.70108 2.40381 0.12974
H -0.85309 0.18587 -0.74147
H 1.81278 -0.07902 -1.57772
*
```

Properties
- SMILES: [H]/N=C\N.C
- Orbital gap: 0.3914 Ha
- Molecular weight: 60.10 g/mol
- E_tot: -5182.6990 eV

Here are the Mulliken charges for atoms 1 to 8, given in e: atom 1 (C): -0.945, atom 2 (H): 0.198, atom 3 (H): 0.243, atom 4 (H): 0.277, atom 5 (H): 0.227, atom 6 (N): -0.529, atom 7 (C): 0.100, atom 8 (N): -0.580

- The highest E_tot belongs to which entry?
  C2H8N2

Please write out number 3 again, unchanged.
Here is a 2-piece molecular cluster, C2H8N2 overall in a non-equilibrium geometry from the Open Molecules 2025 dataset. Energies are from wB97M-V/def2-TZVPD.

Structure (ORCA input):
```
! wB97M-V def2-TZVPD RIJCOSX def2/J DEFGRID3
* xyz 0 1
C -1.52140 -1.51788 2.29766
H -1.64411 -0.43859 2.10718
H -2.36849 -2.18604 2.15745
H -1.33810 -1.64245 3.38204
H -0.57175 -1.75832 1.78419
N 0.76194 1.63751 -0.52884
C 0.20723 0.37567 -0.81753
N 0.84343 -0.41851 -1.58349
H 1.12239 1.99178 -1.40934
H 0.70108 2.40381 0.12974
H -0.85309 0.18587 -0.74147
H 1.81278 -0.07902 -1.57772
*
```

Properties
- SMILES: [H]/N=C\N.C
- Orbital gap: 0.3914 Ha
- Molecular weight: 60.10 g/mol
- E_tot: -5182.6990 eV

Here are the Mulliken charges for atoms 1 to 8, given in e: atom 1 (C): -0.945, atom 2 (H): 0.198, atom 3 (H): 0.243, atom 4 (H): 0.277, atom 5 (H): 0.227, atom 6 (N): -0.529, atom 7 (C): 0.100, atom 8 (N): -0.580